Computed, not measured: a structure of composition C24H30As2B2Cl3CoF4N5O12, with the ωB97M-V functional and the def2-TZVPD basis.

Calculated values
Charge: +3
Total energy (eV): -266464.1363
Highest occupied orbital energy (eV): -16.8529
Strongest force on any atom (eV/Å): 0.60
E_LUMO (eV): -9.94

Atoms and positions in Å:
Co  -1.22149  -0.72483  0.67085
C  -2.29818  3.10892  1.91247
C  -2.13148  1.77626  1.28426
N  -1.10572  1.01860  1.42493
O  -0.05697  1.38917  2.16960
B  1.17789  0.63256  1.76822
F  2.25804  1.24407  2.30288
F  1.19746  0.61548  0.33643
O  1.14266  -0.78702  2.24106
N  0.28751  -1.51252  1.51494
C  0.38162  -2.79089  1.46860
C  1.42386  -3.57002  2.18061
C  -0.59258  -3.38600  0.50255
N  -1.32680  -2.48422  -0.03433
O  -2.11455  -2.71227  -1.08192
B  -2.26630  -1.40724  -1.82218
F  -0.99749  -0.70416  -1.59741
F  -2.56831  -1.62397  -3.09994
O  -3.31032  -0.54350  -1.16395
N  -2.73173  0.07612  -0.13831
C  -3.11800  1.21110  0.31092
C  -4.32222  1.94362  -0.14922
C  -0.60070  -4.82122  0.12972
H  -1.45372  3.34199  2.55337
H  -3.21558  3.12351  2.50487
H  -2.40049  3.87862  1.14552
H  1.66675  -3.09426  3.12860
H  2.33746  -3.59309  1.58007
H  1.09972  -4.59435  2.34879
H  -4.82328  1.39466  -0.94111
H  -4.05574  2.93873  -0.50734
H  -5.01134  2.07387  0.68846
H  0.38088  -5.12801  -0.23622
H  -1.34811  -5.01301  -0.63451
H  -0.82237  -5.42668  1.01103
Cl  -5.37388  -1.49516  3.83754
C  -3.72964  -2.03356  4.13956
Cl  -3.04722  -1.29930  5.58230
Cl  -3.61612  -3.79336  4.18465
C  -2.90644  -1.59092  2.99478
N  -2.27212  -1.24906  2.11215
C  0.96141  3.13124  -5.61569
O  1.79830  2.38743  -4.67580
C  2.98254  1.98178  -5.10480
O  3.45290  2.15801  -6.19068
C  3.71379  1.22799  -3.99696
C  4.99036  0.92244  -4.26562
As  6.25900  0.50911  -2.84214
C  8.12882  0.34293  -3.17647
C  4.99770  -0.35565  -1.73401
C  4.17853  0.64846  -1.37154
As  2.44316  0.90195  -2.39733
C  1.98163  -0.89079  -2.99726
C  4.93242  1.93733  -1.24469
O  6.08522  2.02125  -1.83053
O  4.57010  2.95043  -0.60412
C  3.38299  2.96206  0.28428
C  4.72925  -1.82359  -1.82376
O  3.85212  -2.37821  -1.23204
O  5.63755  -2.36185  -2.63201
C  5.57413  -3.81139  -2.80072
C  5.90204  1.39160  -5.39969
O  6.72994  2.17599  -4.99300
O  5.96072  0.83814  -6.56840
C  4.98862  -0.10693  -7.06870
H  -0.04910  2.76608  -5.46839
H  1.30038  2.95722  -6.63112
H  1.03570  4.18412  -5.36022
H  8.27995  -0.33568  -4.01489
H  8.59882  -0.03454  -2.26964
H  8.44853  1.35421  -3.42857
H  2.79799  -1.43923  -3.45677
H  1.19066  -0.72542  -3.73156
H  1.57140  -1.44062  -2.15347
H  3.57201  3.79768  0.94697
H  3.33136  2.02268  0.82577
H  2.51046  3.13539  -0.33772
H  6.31796  -4.04651  -3.55234
H  4.57763  -4.09425  -3.12805
H  5.81344  -4.28477  -1.85234
H  4.34383  0.41258  -7.76809
H  4.40426  -0.53681  -6.25604
H  5.56206  -0.87750  -7.57348